Density functional theory data (ωB97M-V/def2-TZVPD) for a molecular structure, C44H123F2N12O16PbS2 in a non-equilibrium geometry.

Computed properties:
- total energy (eV) = -130604.8483
- net charge = +1
- strongest force on any atom (eV Å⁻¹) = 8.18

XYZ file:
```
200
Properties=species:S:1:pos:R:3:lowdin_charge:R:1
Pb 1.050 -2.688 -2.945 1.586
S -0.013 -0.707 0.230 0.557
S -1.670 -0.728 -1.513 0.405
F -2.086 -1.706 -2.776 -0.229
F 1.575 -0.671 0.028 -0.189
O 2.855 -5.143 4.070 -0.148
O -0.180 0.706 0.412 -0.235
O -0.260 -1.555 1.365 -0.238
O -4.149 -0.533 3.625 -0.152
O -0.737 4.074 2.847 -0.189
O 2.394 -3.520 -1.001 -0.242
O 3.171 0.615 4.218 -0.236
O -2.663 -0.976 -0.519 -0.220
O -1.962 -5.714 -0.270 -0.238
O 5.690 -2.024 1.664 -0.185
O -4.094 0.637 -5.867 -0.163
O -1.688 0.525 -2.224 -0.263
O -6.445 2.143 -1.601 -0.232
O 5.663 2.664 -1.020 -0.174
O 2.572 -0.654 -2.566 -0.386
O -3.228 4.332 -2.941 -0.187
N -1.223 -1.348 -7.103 0.035
N -0.317 -1.352 -1.307 -0.365
N -4.620 1.833 6.412 0.021
N 0.377 -0.698 -4.107 -0.089
N 9.095 -0.814 1.214 0.028
N 5.472 1.043 7.018 0.035
N -6.680 5.542 -2.727 0.035
N -7.745 -0.314 -1.884 0.064
N 4.060 3.049 2.313 0.074
N 0.910 6.267 3.749 0.036
N 0.867 -4.623 1.016 0.045
N -0.114 -5.154 -2.575 -0.046
C 4.430 2.301 1.128 -0.434
C -5.129 5.597 -4.594 -0.057
C 3.964 -0.875 -2.878 -0.039
C 0.612 5.976 2.354 -0.421
C 8.175 -2.443 2.801 -0.051
C -6.318 -0.254 -2.143 -0.450
C -2.619 -0.960 -6.795 -0.416
C -1.605 -5.234 -2.641 -0.398
C -2.878 -5.560 0.818 -0.071
C -1.214 2.780 2.586 -0.112
C -2.285 3.849 -1.997 -0.097
C 3.633 -4.291 4.886 -0.083
C 2.429 -4.557 2.898 -0.238
C -4.478 4.547 -2.325 -0.198
C 1.462 -5.426 2.093 -0.399
C -5.818 1.176 -2.449 -0.187
C -5.573 4.795 -3.387 -0.407
C 5.175 0.965 5.587 -0.427
C 3.202 1.763 0.410 -0.051
C 1.732 6.515 1.448 -0.056
C 0.609 1.674 -4.697 -0.030
C 4.410 -1.468 1.468 -0.102
C 6.071 -0.030 4.887 -0.057
C -4.158 0.706 4.313 -0.217
C 8.089 -1.869 1.364 -0.400
C 1.860 0.190 3.877 -0.071
C -4.303 1.913 -5.287 -0.085
C 6.718 -1.217 1.099 -0.205
C 6.322 1.428 -0.959 -0.120
C 5.286 3.211 0.227 -0.183
C -2.736 0.332 -5.972 -0.228
C -6.468 0.645 5.378 -0.058
C -3.388 -2.109 -6.177 -0.050
C -4.948 0.648 5.602 -0.439
C -5.950 2.123 -0.266 -0.089
C 3.688 0.570 5.542 -0.202
C 1.348 0.389 -4.300 -0.358
C -3.265 -0.508 2.548 -0.136
C -2.051 -6.672 -2.943 -0.042
C 2.064 0.619 -2.951 -0.158
C -5.813 -1.228 -3.213 -0.049
C -2.197 -4.767 -1.323 -0.189
C 2.156 -6.618 1.450 -0.042
C 0.422 4.457 2.124 -0.193
H -6.517 2.861 0.301 0.101
H -4.561 6.462 -4.249 0.088
H 0.368 -3.820 1.389 0.069
H 7.109 0.249 5.068 0.085
H -6.179 1.138 0.148 0.086
H 4.498 0.019 -2.561 0.077
H 5.930 0.119 3.811 0.058
H 1.219 2.574 -4.607 0.094
H 1.888 -0.437 2.983 0.061
H 4.610 -4.200 4.409 0.093
H -4.897 2.412 -0.227 0.076
H -7.055 0.479 6.282 0.073
H 4.642 4.072 0.035 0.126
H 2.858 1.341 -3.145 0.144
H 3.645 -0.462 5.919 0.119
H 2.684 6.031 1.665 0.060
H 9.992 -1.190 1.499 0.071
H -5.107 1.818 7.299 0.072
H -7.978 0.588 -1.473 0.070
H 8.901 -0.061 1.865 0.071
H -4.418 -1.763 -6.064 0.076
H -2.140 4.564 -1.179 0.088
H 1.392 -7.363 1.233 0.083
H -1.402 2.570 1.529 0.072
H -4.609 1.479 3.681 0.133
H -3.100 -0.667 -7.735 0.141
H 0.104 6.036 4.320 0.071
H -1.789 -7.001 -3.951 0.082
H -3.468 -3.062 -6.700 0.081
H 3.607 -2.126 1.810 0.070
H 1.664 5.716 4.147 0.072
H -0.502 1.993 2.872 0.061
H -2.706 2.951 -1.534 0.068
H -3.246 -4.553 1.012 0.093
H -3.089 -1.493 2.105 0.072
H 7.532 -3.315 2.911 0.071
H -2.229 -0.201 2.734 0.077
H -3.148 0.997 4.624 0.113
H 4.089 -0.979 -3.960 0.100
H -0.824 -0.680 -7.758 0.077
H -4.376 5.415 -1.662 0.132
H 3.536 2.383 2.872 0.045
H 1.998 -3.553 2.987 0.122
H 1.403 -0.311 4.731 0.099
H -3.135 -6.778 -2.887 0.091
H -2.088 2.598 3.207 0.077
H 3.259 -4.507 2.166 0.127
H -0.352 6.447 2.159 0.141
H 2.902 -6.991 2.155 0.088
H -6.759 1.603 4.946 0.080
H 0.079 -5.129 0.614 0.070
H 3.412 3.773 2.035 0.042
H -7.302 5.769 -3.492 0.062
H -4.739 1.361 -2.436 0.117
H -3.739 2.000 -4.353 0.082
H 2.056 0.120 -5.082 0.149
H 1.345 1.104 3.572 0.067
H -1.688 -3.883 -0.924 0.108
H 2.006 7.554 1.619 0.079
H -5.339 2.015 -4.964 0.068
H -3.025 -2.312 -5.165 0.061
H 2.486 1.280 1.075 0.056
H 6.633 -0.223 1.546 0.107
H -6.023 3.831 -3.635 0.111
H 6.636 -1.178 0.009 0.115
H 3.714 -4.653 5.910 0.093
H 5.199 1.918 5.054 0.141
H 0.167 -5.808 -3.306 0.085
H -1.594 -7.375 -2.245 0.087
H -3.751 -6.095 0.407 0.096
H 4.291 -0.557 2.062 0.073
H -6.346 6.407 -2.318 0.067
H -6.110 -2.236 -2.919 0.080
H 3.053 1.206 6.164 0.127
H 4.249 -1.784 -2.353 0.088
H 2.611 2.487 -0.161 0.094
H -4.483 4.966 -5.210 0.061
H -4.630 -0.212 6.203 0.136
H -3.630 1.786 6.636 0.066
H 1.394 6.301 0.433 0.074
H -3.722 0.061 1.729 0.085
H -5.798 -0.533 -1.217 0.120
H 0.641 -5.837 2.691 0.146
H 5.141 0.250 7.563 0.075
H -4.860 3.742 -1.686 0.083
H -4.084 2.709 -6.001 0.096
H -6.749 -0.167 4.706 0.076
H 5.077 1.458 1.378 0.101
H 5.863 -1.080 5.096 0.085
H 3.303 -3.781 -0.803 0.063
H 9.189 -2.636 3.153 0.077
H -1.258 -2.199 -7.655 0.074
H -2.147 1.103 -6.488 0.125
H -0.128 -0.923 -4.971 0.064
H 0.200 4.256 1.069 0.123
H -2.219 0.216 -5.008 0.101
H 1.425 0.935 -2.127 0.126
H -6.206 1.440 -3.439 0.104
H 1.863 -3.941 -0.246 0.013
H -0.431 -0.332 -3.594 0.020
H 6.154 3.581 0.780 0.130
H 7.852 -1.662 3.497 0.057
H 3.189 -3.307 5.080 0.081
H -4.722 -1.225 -3.226 0.056
H 4.205 -1.288 0.407 0.074
H 0.133 -5.639 -1.710 0.076
H 4.822 1.736 7.390 0.072
H 3.516 1.014 -0.326 0.054
H -1.902 -4.562 -3.449 0.130
H -1.318 3.673 -2.461 0.081
H -8.203 -0.322 -2.793 0.078
H -2.636 -6.196 1.665 0.094
H -3.277 -4.636 -1.414 0.138
H 2.726 -6.289 0.579 0.074
H 0.266 1.573 -5.731 0.078
H 5.751 0.690 -0.390 0.034
H 7.312 1.556 -0.507 0.105
H -6.211 -0.966 -4.194 0.081
H -5.976 5.937 -5.187 0.077
H 6.388 1.040 -1.977 0.087
H 1.245 3.897 2.581 0.112
H 8.289 -2.636 0.616 0.134
H -0.328 1.863 -4.168 0.070
```